Here is a cluster of 2 separate species, C10H11NO2S in total from the Open Molecules 2025 dataset. Energies are from ωB97M-V with the def2-TZVPD basis set.

Results
Highest occupied orbital energy in eV: -9.23
Energy relative to the best compared isomer or geometry (same formula, charge and spin) in kcal per mole: 30.8
Frontier orbital gap in eV: 9.0423
Strongest force on any atom in eV/Å: 3.5

The geometry in ORCA input format:
```
! RIJCOSX wB97M-V def2-TZVPD def2/J DEFGRID3
* xyz 0 1
C 2.370 3.636 1.217
C 2.544 4.057 -0.086
C 1.527 2.654 1.625
C 1.787 3.420 -1.104
C 0.883 1.955 0.641
C 1.047 2.366 -0.658
C -0.106 0.874 0.644
C -1.531 -2.152 -1.835
C -0.869 -2.925 0.427
C -0.643 -2.356 -0.733
N -0.480 0.431 -0.505
O -0.440 0.265 1.756
O 1.168 0.307 -2.353
S 0.173 1.241 -1.829
H 3.004 4.000 2.092
H 3.437 4.727 -0.257
H 1.480 2.318 2.650
H 1.914 3.645 -2.197
H -1.076 -1.515 -2.479
H -1.549 -3.067 -2.402
H -2.422 -1.712 -1.631
H -0.938 -0.528 1.568
H -0.087 -2.987 1.134
H -1.848 -3.261 0.695
H 0.457 -2.251 -1.003
*
```